{"formula": "C4H26HgO10", "method": "the ωB97M-V functional and the def2-TZVPD basis", "charge": 1, "orbital_gap_ev": [5.892, 5.879], "multiplicity": 2, "energy_ev": -29206.40890, "symbols": ["Hg", "C", "C", "O", "H", "H", "H", "H", "H", "C", "C", "O", "H", "H", "H", "H", "H", "O", "H", "H", "O", "H", "H", "O", "H", "H", "O", "H", "H", "O", "H", "H", "O", "H", "H", "O", "H", "H", "O", "H", "H"], "positions_angstrom": [[-13.2052, 7.0622, -4.3993], [-8.9796, 7.0809, -5.8636], [-10.3568, 7.6444, -6.3426], [-11.3862, 6.8096, -5.7972], [-8.7666, 6.1800, -6.4391], [-9.0427, 6.8123, -4.8090], [-8.2513, 7.8843, -5.9741], [-10.4922, 7.6738, -7.4238], [-10.3930, 8.6785, -5.9999], [-14.2663, 10.9819, -6.2015], [-13.5601, 10.4216, -4.9614], [-14.0535, 9.2612, -4.3944], [-15.2101, 11.4731, -5.9647], [-14.5054, 10.1425, -6.8543], [-13.6098, 11.6632, -6.7427], [-13.4987, 11.2546, -4.2611], [-12.5090, 10.3086, -5.2266], [-9.8578, 3.3318, -8.0553], [-9.0507, 2.9680, -8.4191], [-9.5621, 3.9666, -7.4027], [-9.9377, 4.4227, -4.9329], [-10.0477, 5.3216, -5.2428], [-10.6110, 3.9249, -5.3965], [-11.2371, 7.3055, -10.2496], [-11.4179, 6.9113, -11.1029], [-10.2826, 7.2950, -10.1778], [-10.1083, 11.4994, -4.4468], [-10.8417, 11.1201, -4.9311], [-10.5156, 12.1178, -3.8402], [-12.3364, 5.2350, -8.3089], [-11.7419, 5.7927, -7.8071], [-12.9266, 5.8474, -8.7481], [-12.6398, 9.0709, -8.7627], [-12.1323, 8.4580, -9.2947], [-12.4769, 8.7971, -7.8601], [-6.7638, 4.5681, -3.7878], [-6.5676, 5.4148, -3.3867], [-7.6222, 4.6881, -4.1939], [-9.2778, 7.7458, -1.7525], [-8.7979, 8.3530, -2.3157], [-8.6672, 7.0240, -1.6026]], "forces_ev_per_angstrom": [[0.579, 0.597, -0.529], [-0.923, 0.480, -0.415], [0.043, -0.774, 0.818], [0.239, 0.529, -0.138], [0.482, 0.278, -0.035], [0.030, 0.236, 0.062], [0.220, -0.356, -0.211], [0.117, -0.033, -0.108], [-0.414, 0.178, 0.349], [-0.362, -1.021, 0.128], [-0.488, 0.651, -1.368], [0.230, 0.429, 0.047], [0.134, 0.071, 0.118], [0.023, 0.094, -0.281], [-0.036, 0.017, 0.111], [-0.057, -0.221, 1.080], [0.463, -0.564, 0.180], [-0.293, 0.115, -0.049], [0.231, -0.204, -0.100], [0.215, 0.024, 0.227], [0.237, -0.022, 0.113], [-0.273, -0.010, 0.129], [-0.218, -0.480, -0.115], [0.142, 0.046, 0.123], [-0.212, -0.146, -0.267], [0.303, -0.003, -0.038], [0.189, -0.334, -0.081], [-0.037, 0.114, -0.145], [-0.009, 0.275, 0.244], [-0.187, -0.352, 0.321], [0.097, 0.090, -0.019], [-0.133, 0.200, -0.247], [-0.476, 0.594, 0.660], [0.324, -0.400, -0.659], [-0.055, -0.031, 0.178], [0.116, 0.001, -0.019], [0.217, 0.161, 0.141], [-0.404, -0.236, -0.132], [-0.370, -0.036, -0.231], [0.169, 0.309, -0.039], [0.149, -0.263, 0.196]], "lowdin_spin": [-0.339, 0.032, 0.049, 0.467, 0.001, 0.000, 0.001, 0.004, 0.033, 0.001, 0.086, 0.568, 0.002, 0.001, -0.001, 0.045, 0.041, 0.000, 0.000, 0.000, 0.008, 0.001, 0.000, 0.000, 0.000, 0.000, 0.002, 0.001, 0.000, 0.000, 0.000, 0.000, -0.001, 0.000, -0.001, 0.000, 0.000, 0.000, -0.001, 0.000, 0.000]}